82
Properties=species:S:1:pos:R:3 method="wB97M-V/def2-TZVPD" total_charge=+2 gap_ev="5.6 / 7.3" s2=6.091 spin_multiplicity=5 energy_ha=-3212.41024 largest_force_ha_per_bohr=0.133
Mn 0.000 0.000 0.000
P -1.301 1.590 0.844
P 1.162 -1.273 -1.404
N -0.443 1.169 -1.881
C -2.261 2.271 -0.642
H -3.346 2.210 -0.454
H -2.015 3.339 -0.777
C -1.894 1.474 -1.902
H -2.436 0.515 -1.927
H -2.163 2.047 -2.815
C 0.131 0.601 -3.133
H 1.116 1.076 -3.286
H -0.503 0.875 -3.999
C 0.303 -0.915 -3.032
H 0.831 -1.311 -3.918
H -0.683 -1.405 -2.979
C 1.198 -3.153 -1.266
C 0.125 -3.709 -0.316
H -0.876 -3.729 -0.781
H 0.072 -3.117 0.613
H 0.383 -4.747 -0.036
C 2.956 -0.817 -1.747
C 3.788 -0.995 -0.466
H 4.425 -0.107 -0.299
H 4.456 -1.873 -0.541
H 3.133 -1.126 0.411
C -0.577 3.161 1.592
C -0.282 2.949 3.084
H 0.474 3.658 3.469
H 0.085 1.919 3.247
H -1.201 3.097 3.680
C -2.715 1.093 1.985
C -2.233 0.329 3.228
H -3.074 -0.243 3.662
H -1.848 1.007 4.008
H -1.431 -0.380 2.970
C 0.700 -0.551 1.518
C 3.600 -1.507 -2.957
H 2.980 -2.345 -3.325
H 3.764 -0.812 -3.799
H 4.584 -1.927 -2.676
C -1.556 4.331 1.398
H -1.635 4.927 2.323
H -1.200 4.995 0.588
H -2.567 3.984 1.127
C -3.672 2.241 2.338
H -4.510 1.862 2.951
H -3.162 3.023 2.928
H -4.104 2.719 1.441
C 2.602 -3.612 -0.830
H 2.921 -3.147 0.116
H 2.621 -4.704 -0.683
H 3.340 -3.352 -1.612
H 0.998 -3.537 -2.285
H -3.253 0.365 1.346
H 2.881 0.270 -1.941
H 0.370 3.375 1.060
O 1.225 -0.874 2.521
H 0.064 2.032 -1.664
H 1.342 1.007 0.051
C -2.940 -2.346 -1.772
C -3.344 -1.540 -0.577
P -2.212 -1.883 0.883
C -3.924 -2.250 1.602
C -4.531 -3.623 1.223
C -1.193 -2.651 2.366
C -1.475 -4.142 2.594
H -1.885 -2.293 -1.823
H -3.428 -1.975 -2.696
H -3.181 -3.417 -1.617
H -3.408 -0.472 -0.637
H -4.439 -1.733 -0.589
H -3.806 -2.252 2.705
H -4.684 -1.447 1.464
H -4.821 -3.694 0.160
H -3.855 -4.473 1.401
H -5.453 -3.785 1.821
H -1.534 -2.281 3.348
H -0.116 -2.599 2.446
H -2.500 -4.303 2.970
H -0.818 -4.522 3.408
H -1.291 -4.752 1.691